*A*
DFT (the ωB97M-V functional and the def2-TZVPD basis) results for an isolated molecule of C6H11OP.

Last column: natural (NBO) charge in e.
Cartesian coordinates (Å):
1 C -0.53866 0.50747 0.36681  -0.1233
2 C -0.43330 -0.74369 0.00830  0.1685
3 C 0.43618 1.51056 -0.17258  -0.7401
4 C 2.20621 -0.87631 -1.24584  -0.6740
5 C -1.90499 1.02179 0.97013  -0.6248
6 C -1.21733 -1.98837 0.09207  -0.7126
7 O 2.24572 0.18573 1.31488  -1.0950
8 P 1.98019 0.46771 -0.13368  1.6775
9 H 0.27930 1.67457 -1.16691  0.2227
10 H 0.69402 2.47716 0.40267  0.2551
11 H 2.17285 -1.88098 -0.87084  0.2213
12 H 2.49571 -0.67999 -2.24148  0.2019
13 H -2.73682 0.44909 0.53248  0.2083
14 H -1.98610 2.07115 0.65148  0.2177
15 H -2.02823 1.06346 2.08173  0.2313
16 H -1.23155 -2.33912 -0.98469  0.2330
17 H -2.17874 -1.52998 0.37176  0.2299
18 H -1.08754 -2.80543 0.73579  0.2423
19 H 2.83308 1.41517 -0.71207  -0.1397

Its LUMO energy (spin up / spin down) is -0.90 / -0.12 eV. The calculation puts the highest occupied orbital energy (spin up / spin down) at -0.3111 / -0.3337 Eh. Its multiplicity is 1.

*B*
DFT (the ωB97M-V functional and the def2-TZVPD basis) results for an isolated molecule of C6H11OP.

Last column: natural (NBO) charge in e.
Cartesian coordinates (Å):
1 C -1.16414 2.90363 -0.70115  -0.4709
2 C -0.72808 1.84368 0.02029  0.1030
3 O -0.54923 0.61274 -0.59805  -0.5365
4 C 0.13402 -0.44949 0.11051  0.0148
5 C -0.76771 -0.99463 1.28426  -0.6426
6 P 1.89734 -0.00152 0.74750  0.2849
7 C 0.16980 -1.52017 -0.89717  -0.2059
8 C 1.12532 -2.46884 -1.10108  -0.4078
9 H -1.27877 3.90839 -0.24873  0.2134
10 H -1.42898 2.72643 -1.77924  0.2070
11 H -0.82900 2.00060 1.05675  0.1820
12 H -0.42385 -0.41180 2.15888  0.2158
13 H -1.73505 -0.75471 0.93114  0.2276
14 H -0.62916 -2.18911 1.43029  0.2384
15 H 1.40568 0.91797 1.61830  -0.0376
16 H 2.27590 1.04101 0.01958  -0.0199
17 H -0.72062 -1.44767 -1.56847  0.2253
18 H 1.10467 -3.22062 -1.86562  0.2050
19 H 2.14186 -2.49590 -0.61799  0.2040

The SMILES is C=CO[C@](C)(P)C=C. Its LUMO energy is 0.98 eV. The calculation puts the highest occupied orbital energy at -0.3255 Eh. Its multiplicity is 1.

Most stable of them? *B*.